*i*
ORCA calculation (the ωB97M-V functional and the def2-TZVPD basis) on a single C9H8N2 molecule.

Atoms and positions in Å:
C (-1.713, 2.921, 0.198)
C (-0.797, 2.123, -0.447)
C (-1.154, 1.339, 1.529)
C (0.077, -0.167, -0.036)
C (0.993, -0.131, -1.083)
C (1.561, -1.345, -1.410)
C (1.401, -2.530, -0.678)
C (0.658, -2.414, 0.544)
C (0.001, -1.219, 0.868)
H (-2.130, 3.800, -0.259)
H (-0.596, 1.906, -1.548)
H (-1.193, 0.600, 2.344)
H (1.275, 0.791, -1.534)
H (2.342, -1.409, -2.200)
H (1.855, -3.505, -0.869)
H (0.586, -3.220, 1.192)
H (-0.857, -1.050, 1.590)
N (-0.609, 1.015, 0.294)
N (-1.699, 2.496, 1.506)

As for the multiplicity: 1. The orbital gap is 9.23 eV. Its net charge is 0.

***

*ii*
ORCA calculation (the ωB97M-V functional and the def2-TZVPD basis) on a single C9H8N2 molecule.

Atoms and positions in Å:
C (1.632, 0.628, -0.177)
C (2.079, -1.637, -0.029)
C (0.796, -2.072, 0.020)
C (-0.314, -0.976, -0.225)
C (-1.759, -1.299, 0.065)
C (-2.703, -0.210, -0.104)
C (-2.095, 1.075, 0.006)
C (-0.902, 1.429, -0.156)
C (0.096, 0.394, -0.228)
H (2.149, 2.224, 1.146)
H (1.544, 2.601, -0.571)
H (3.142, -2.172, -0.032)
H (0.773, -3.061, 0.258)
H (-1.943, -2.338, 0.129)
H (-3.660, -0.611, -0.016)
H (-2.724, 1.922, 0.087)
H (-0.714, 2.448, -0.045)
N (2.280, 1.978, 0.084)
N (2.322, -0.324, -0.213)

As for the multiplicity: 1. The orbital gap is 9.16 eV. Its net charge is 0.

***

Which of them is the most stable, and which is the least stable? *i* and *ii*, in that order.

***

*i*
ORCA calculation (the ωB97M-V functional and the def2-TZVPD basis) on a single C9H8N2 molecule.

Atoms and positions in Å:
C (2.288, 1.104, 2.128)
C (0.906, 1.076, 2.143)
C (1.759, -0.139, 0.462)
C (1.758, -0.931, -0.642)
C (0.521, -1.190, -1.235)
C (-0.658, -0.641, -0.727)
C (-1.854, -1.031, -1.390)
C (-0.667, 0.097, 0.520)
C (-2.898, -0.035, -1.710)
N (2.766, 0.359, 1.135)
N (0.567, 0.329, 1.083)
H (2.959, 1.382, 2.899)
H (0.161, 1.413, 2.946)
H (2.746, -1.277, -0.884)
H (0.403, -1.795, -2.042)
H (-1.434, 0.621, 1.021)
H (-3.894, -0.361, -1.979)
H (-2.426, 0.224, -2.722)
H (-3.003, 0.796, -1.006)

As for the multiplicity: 1. The orbital gap (spin up / spin down) is 7.25 / 7.37 eV. Its net charge is 0.

***

*ii*
ORCA calculation (the ωB97M-V functional and the def2-TZVPD basis) on a molecular structure, C9H8N2.

Atoms and positions in Å:
C (-1.995, -0.022, 0.003)
C (-1.740, 1.354, -0.234)
C (0.474, 0.871, -0.064)
C (1.737, 1.432, 0.036)
C (2.803, 0.674, 0.188)
C (2.779, -0.849, -0.031)
C (1.503, -1.433, -0.134)
C (0.317, -0.582, -0.147)
C (-0.996, -1.032, -0.054)
H (-3.540, -1.292, 0.942)
H (-4.125, 0.255, -0.462)
H (-2.735, 1.951, -0.053)
H (1.868, 2.455, 0.283)
H (3.742, 1.128, -0.023)
H (3.792, -1.419, -0.122)
H (1.169, -2.563, -0.576)
H (-1.318, -2.182, 0.437)
N (-3.208, -0.560, 0.082)
N (-0.526, 1.812, -0.068)

As for the multiplicity: 1. The orbital gap is 7.92 eV. Its net charge is 0.

***

Which of them is the most stable, and which is the least stable? *i* and *ii*, in that order.

***

*i*
ORCA calculation (the ωB97M-V functional and the def2-TZVPD basis) on a molecular structure, C31H51AsFeI2N2O7S3SbSi3.

Atoms and positions in Å:
Fe (-0.097, -0.123, -0.446)
I (2.114, 7.035, 2.232)
C (1.628, 5.269, 1.200)
C (1.558, 5.282, -0.185)
C (1.239, 4.098, -0.827)
I (1.063, 4.100, -2.915)
C (0.991, 2.857, -0.163)
O (0.626, 1.805, -0.817)
C (1.087, 2.916, 1.253)
C (0.893, 1.667, 2.055)
N (-0.202, 0.840, 1.536)
C (-1.539, 1.411, 1.729)
C (-1.788, 2.524, 0.729)
C (-1.859, 3.853, 1.125)
C (-1.898, 4.842, 0.158)
C (-1.896, 4.466, -1.174)
C (-1.882, 3.115, -1.479)
N (-1.827, 2.157, -0.553)
C (1.393, 4.100, 1.905)
H (1.716, 6.189, -0.749)
H (0.740, 1.934, 3.109)
H (1.795, 1.069, 2.007)
H (-0.153, -0.082, 1.955)
H (-1.663, 1.802, 2.746)
H (-2.252, 0.608, 1.549)
H (-1.839, 4.105, 2.179)
H (-1.890, 5.888, 0.441)
H (-1.880, 5.203, -1.966)
H (-1.888, 2.780, -2.511)
H (1.449, 4.105, 2.989)
O (2.255, -0.284, 0.280)
S (1.941, -1.341, 1.240)
O (2.402, -1.090, 2.587)
O (0.507, -1.673, 1.180)
C (2.814, -2.802, 0.691)
C (3.988, -3.115, 1.363)
C (4.686, -4.267, 1.051)
C (4.218, -5.120, 0.064)
C (3.066, -4.805, -0.636)
C (2.351, -3.652, -0.330)
S (0.938, -3.301, -1.377)
O (0.993, -1.825, -1.607)
O (1.205, -4.058, -2.587)
O (-0.248, -3.747, -0.685)
H (4.321, -2.440, 2.143)
H (5.599, -4.506, 1.586)
H (4.756, -6.030, -0.167)
H (2.695, -5.434, -1.435)
C (-6.332, -1.106, 0.300)
Si (-4.681, -0.180, 0.124)
C (-4.940, 1.160, 1.441)
C (-4.818, 0.683, -1.568)
Sb (-2.336, -1.368, -0.035)
Si (-2.404, -2.653, 2.204)
C (-1.668, -1.716, 3.667)
C (-4.219, -2.897, 2.683)
C (-1.598, -4.344, 2.253)
Si (-3.324, -3.281, -1.558)
C (-2.624, -5.021, -1.612)
C (-5.155, -3.588, -1.171)
C (-3.271, -2.666, -3.330)
H (-7.105, -0.372, 0.550)
H (-6.329, -1.869, 1.088)
H (-6.621, -1.599, -0.631)
H (-5.958, 1.552, 1.345)
H (-4.252, 1.996, 1.325)
H (-4.832, 0.763, 2.460)
H (-4.910, 1.769, -1.455)
H (-5.692, 0.324, -2.126)
H (-3.928, 0.493, -2.178)
H (-2.103, -0.716, 3.790)
H (-0.585, -1.615, 3.546)
H (-1.853, -2.274, 4.591)
H (-4.754, -1.938, 2.660)
H (-4.310, -3.316, 3.693)
H (-4.729, -3.575, 1.984)
H (-0.533, -4.225, 2.030)
H (-2.013, -5.010, 1.489)
H (-1.709, -4.808, 3.237)
H (-2.640, -5.492, -0.622)
H (-1.585, -5.006, -1.946)
H (-3.215, -5.634, -2.300)
H (-5.392, -3.425, -0.115)
H (-5.418, -4.620, -1.425)
H (-5.790, -2.917, -1.761)
H (-2.242, -2.661, -3.696)
H (-3.642, -1.641, -3.414)
H (-3.869, -3.314, -3.982)
C (0.790, -1.825, -4.944)
As (0.705, -0.135, -4.019)
C (0.640, 0.999, -5.603)
C (2.451, 0.291, -3.327)
S (-1.101, 0.237, -3.009)
H (1.661, -1.808, -5.599)
H (-0.115, -1.912, -5.538)
H (0.858, -2.655, -4.247)
H (1.517, 0.808, -6.226)
H (0.623, 2.044, -5.305)
H (-0.265, 0.776, -6.162)
H (3.138, -0.482, -3.670)
H (2.436, 0.312, -2.241)
H (2.737, 1.264, -3.714)

As for the multiplicity: 5. The orbital gap (spin up / spin down) is 7.03 / 7.02 eV. Its expectation value of S² is 6.01. Its net charge is -1.

***

*ii*
ORCA calculation (the ωB97M-V functional and the def2-TZVPD basis) on a molecular structure, C31H51AsFeI2N2O7S3SbSi3.

Atoms and positions in Å:
Fe (-0.303, -0.363, 0.217)
I (1.866, 6.519, 3.502)
C (1.081, 4.676, 2.894)
C (0.296, 3.940, 3.765)
C (-0.206, 2.729, 3.332)
I (-1.362, 1.615, 4.670)
C (0.027, 2.176, 2.038)
O (-0.441, 1.030, 1.721)
C (0.841, 2.980, 1.187)
C (1.148, 2.575, -0.236)
N (1.569, 1.181, -0.438)
C (2.915, 0.915, 0.075)
C (2.937, 0.713, 1.568)
C (3.526, 1.637, 2.423)
C (3.397, 1.462, 3.788)
C (2.696, 0.358, 4.250)
C (2.182, -0.536, 3.323)
N (2.302, -0.371, 2.009)
C (1.339, 4.198, 1.622)
H (0.091, 4.291, 4.767)
H (1.935, 3.241, -0.618)
H (0.262, 2.749, -0.845)
H (1.557, 0.984, -1.433)
H (3.605, 1.728, -0.191)
H (3.255, -0.008, -0.394)
H (4.044, 2.496, 2.016)
H (3.803, 2.192, 4.477)
H (2.528, 0.199, 5.306)
H (1.630, -1.412, 3.643)
H (1.958, 4.777, 0.946)
O (-1.572, 1.477, -0.878)
S (-1.098, 1.102, -2.210)
O (-0.506, 2.177, -2.972)
O (-0.223, -0.085, -2.103)
C (-2.527, 0.581, -3.139)
C (-3.035, 1.494, -4.054)
C (-4.108, 1.155, -4.863)
C (-4.672, -0.105, -4.766)
C (-4.183, -1.014, -3.841)
C (-3.112, -0.681, -3.020)
S (-2.628, -1.918, -1.814)
O (-2.339, -1.159, -0.573)
O (-3.802, -2.761, -1.681)
O (-1.467, -2.584, -2.361)
H (-2.559, 2.462, -4.126)
H (-4.495, 1.874, -5.574)
H (-5.499, -0.382, -5.408)
H (-4.627, -1.993, -3.725)
C (4.318, -4.686, 0.482)
Si (3.277, -3.158, 0.883)
C (4.638, -1.861, 1.026)
C (2.592, -3.479, 2.622)
Sb (1.155, -2.456, -0.480)
Si (2.196, -2.202, -2.812)
C (2.852, -0.472, -3.125)
C (3.706, -3.320, -2.938)
C (1.066, -2.612, -4.237)
Si (0.224, -4.906, -0.727)
C (-0.869, -5.401, -2.159)
C (1.603, -6.184, -0.808)
C (-0.744, -5.269, 0.829)
H (5.246, -4.583, 1.051)
H (4.583, -4.790, -0.570)
H (3.835, -5.606, 0.791)
H (5.443, -2.300, 1.620)
H (4.308, -0.954, 1.526)
H (5.055, -1.584, 0.052)
H (3.054, -2.809, 3.351)
H (2.786, -4.509, 2.933)
H (1.513, -3.313, 2.672)
H (3.558, -0.140, -2.358)
H (2.033, 0.248, -3.181)
H (3.375, -0.468, -4.085)
H (4.399, -3.138, -2.112)
H (4.240, -3.132, -3.874)
H (3.430, -4.377, -2.910)
H (0.203, -1.944, -4.217)
H (0.681, -3.631, -4.175)
H (1.602, -2.486, -5.182)
H (-0.379, -5.251, -3.123)
H (-1.794, -4.833, -2.175)
H (-1.093, -6.466, -2.044)
H (2.500, -5.823, -1.304)
H (1.236, -7.053, -1.360)
H (1.884, -6.513, 0.192)
H (-1.677, -4.703, 0.837)
H (-0.197, -4.990, 1.731)
H (-0.978, -6.337, 0.871)
C (-4.295, -2.833, 1.749)
As (-3.101, -1.460, 2.360)
C (-3.660, -1.420, 4.215)
C (-3.709, 0.237, 1.684)
S (-1.064, -1.987, 2.341)
H (-5.314, -2.511, 1.969)
H (-4.058, -3.731, 2.320)
H (-4.180, -3.020, 0.688)
H (-4.729, -1.210, 4.274)
H (-3.104, -0.652, 4.744)
H (-3.446, -2.390, 4.660)
H (-4.666, 0.067, 1.191)
H (-2.994, 0.641, 0.968)
H (-3.815, 0.911, 2.530)

As for the multiplicity: 5. The orbital gap (spin up / spin down) is 7.07 / 7.10 eV. Its expectation value of S² is 6.01. Its net charge is -1.

***

Which of them is the most stable, and which is the least stable? *ii* and *i*, in that order.